No. 1
{
  "formula": "C54H46GaN3O3PS2Te",
  "method": "ωB97M-V/def2-TZVPD",
  "e_above_lowest_kcal_mol": 13.95,
  "charge": 1,
  "orbital_gap_ev": 7.084,
  "fmax_ev_per_a": 0.85,
  "symbols": ["Te", "Ga", "S", "S", "P", "O", "O", "O", "N", "N", "N", "C", "C", "C", "C", "C", "C", "C", "C", "C", "C", "C", "C", "C", "C", "C", "C", "C", "C", "C", "C", "C", "C", "C", "C", "C", "C", "C", "C", "C", "C", "C", "C", "C", "C", "C", "C", "C", "C", "C", "C", "C", "C", "C", "C", "C", "C", "C", "C", "C", "C", "C", "C", "C", "C", "H", "H", "H", "H", "H", "H", "H", "H", "H", "H", "H", "H", "H", "H", "H", "H", "H", "H", "H", "H", "H", "H", "H", "H", "H", "H", "H", "H", "H", "H", "H", "H", "H", "H", "H", "H", "H", "H", "H", "H", "H", "H", "H", "H", "H", "H"],
  "coordinates": [[2.5453, -1.0958, -5.0299], [-0.3067, 1.0322, 1.0035], [0.8402, 2.7960, 2.0588], [1.2536, 4.8271, -0.2217], [-3.5632, 1.5361, 0.4548], [-1.1565, -2.6502, 2.4411], [0.1448, -0.7038, 0.8808], [-2.0483, 1.4855, 0.2872], [-1.2652, 0.4969, 2.8539], [1.5715, -0.1637, -1.9663], [0.3406, 2.4382, -0.4594], [-5.6428, 2.5223, -1.0745], [3.0745, 1.0183, -0.5611], [-6.1698, 3.2779, -2.1069], [-0.0614, -3.1893, 2.4673], [1.1392, -1.5883, 0.8532], [-4.7084, 3.8746, 4.2066], [0.0799, -4.3740, 3.3806], [2.2503, -0.1752, -0.8926], [-3.1271, 3.3339, 2.4785], [4.3905, -1.1811, -3.9931], [4.5130, 2.2491, 0.9391], [-5.6075, 2.9558, 3.6808], [0.1819, -6.5568, 5.1027], [2.2596, -1.3497, 0.0399], [-0.8392, -6.4589, 4.1666], [-4.0226, 2.3986, 1.9594], [4.8257, -2.3516, -3.3761], [4.5992, 3.2829, 0.0184], [3.1584, 2.0680, -1.4767], [-4.8588, -2.8177, 0.4220], [0.7816, -1.3140, -2.3725], [1.4003, -2.1404, -3.5251], [-4.3741, -0.7765, -0.7493], [2.1930, -3.6640, 1.5319], [-3.9426, 3.8670, -2.8238], [-0.8984, -5.3625, 3.3197], [-5.2702, 2.2179, 2.5569], [-4.7023, -2.1224, -0.7716], [-5.3196, 3.9507, -2.9789], [-3.4069, 3.1130, -1.7893], [0.3679, 4.3522, -4.1526], [0.7987, 4.9963, -3.0064], [-4.3685, -0.8268, 1.6721], [0.3197, 2.9633, -1.7489], [6.0332, -2.3758, -2.6879], [4.4831, -4.3532, 0.7256], [3.9171, 3.1885, -1.1910], [-3.4698, 4.0656, 3.6061], [0.7790, 4.2846, -1.8126], [1.1391, -5.5561, 5.1927], [1.0985, -2.7868, 1.6193], [3.3138, -3.4024, 0.7748], [-4.6892, -2.1754, 1.6406], [-0.0692, 3.0258, -4.1015], [5.1982, -0.0481, -3.9428], [-4.2110, -0.1282, 0.4765], [6.8205, -1.2332, -2.6147], [-4.2584, 2.4414, -0.9191], [1.0937, -4.4699, 4.3307], [6.4038, -0.0734, -3.2525], [3.3290, -2.2238, 0.0349], [3.7588, 1.1202, 0.6493], [-0.1023, 2.3268, -2.9102], [0.8029, 3.2935, 0.4155], [6.3663, -3.2968, -2.2232], [7.0136, 0.8214, -3.2052], [-0.4500, 1.3043, -2.8705], [4.2420, -3.2615, -3.4441], [-1.6985, -5.2651, 2.5947], [-2.3351, 3.0393, -1.6603], [-2.1646, 3.4912, 2.0049], [-6.5731, 2.8125, 4.1495], [1.9250, -5.6220, 5.9344], [-2.0899, 0.9845, 3.1839], [-4.8003, -2.7231, 2.5673], [2.1416, -4.6032, 2.0655], [-4.8320, -2.6306, -1.7184], [-5.7368, 4.5426, -3.7840], [4.7762, -4.5560, -0.3059], [5.1945, 4.1606, 0.2404], [3.7026, 0.3161, 1.3714], [4.2448, -5.3001, 1.2083], [-3.2842, 4.3876, -3.5084], [-5.9736, 1.4975, 2.1529], [0.5932, -2.0018, -1.5453], [2.6240, 1.9755, -2.4164], [-7.2426, 3.3456, -2.2373], [-4.2354, -0.3249, 2.6240], [-6.3006, 1.9896, -0.3951], [3.9903, 3.9921, -1.9159], [-1.4757, -0.4951, 2.7041], [-0.5760, 0.5330, 3.5963], [0.3715, 4.8842, -5.0956], [-1.5940, -7.2318, 4.1021], [-5.1161, -3.8697, 0.3986], [0.2282, -7.4104, 5.7676], [-4.2414, -0.2280, -1.6753], [4.8843, 0.8614, -4.4425], [1.1395, 6.0251, -3.0305], [1.8352, -3.6835, 4.4132], [5.3508, -3.9242, 1.2310], [4.1820, -1.9922, -0.5980], [-4.9757, 4.4458, 5.0869], [7.7612, -1.2528, -2.0778], [2.0787, -2.8856, -3.1149], [-0.3758, 2.5326, -5.0159], [0.6157, -2.6751, -4.0603], [-0.1908, -0.9285, -2.6895], [5.0302, 2.3234, 1.8881], [-2.7701, 4.7849, 4.0129]],
  "forces_ev_per_a": [[-0.069, -0.130, 0.211], [-0.385, 0.726, 0.233], [-0.061, -0.164, 0.140], [-0.181, -0.001, -0.036], [0.011, -0.213, -0.038], [0.027, 0.472, -0.157], [-0.391, -0.266, -0.135], [0.195, 0.017, 0.063], [0.168, -0.433, -0.212], [0.149, -0.153, -0.240], [0.028, -0.174, -0.025], [0.038, -0.039, 0.017], [0.144, -0.020, 0.146], [-0.041, 0.007, -0.011], [-0.062, -0.087, -0.056], [0.375, -0.163, 0.240], [0.052, 0.013, -0.013], [0.088, -0.034, 0.112], [-0.045, -0.154, -0.019], [-0.004, 0.036, 0.036], [-0.039, 0.022, 0.053], [0.052, 0.139, -0.012], [-0.048, 0.000, 0.004], [-0.016, -0.028, 0.008], [-0.117, 0.068, 0.120], [0.010, 0.059, -0.004], [0.056, -0.065, -0.011], [0.061, 0.017, -0.022], [0.017, -0.079, 0.086], [0.255, -0.027, -0.250], [-0.013, -0.002, -0.035], [0.016, -0.004, -0.176], [0.043, 0.385, 0.300], [-0.039, -0.044, 0.065], [-0.209, -0.037, 0.047], [-0.071, 0.024, -0.045], [0.002, -0.004, -0.054], [-0.016, -0.026, -0.005], [0.012, 0.014, 0.011], [0.054, -0.008, 0.006], [0.024, 0.009, -0.009], [0.067, 0.079, 0.043], [0.042, 0.032, 0.010], [0.048, -0.094, -0.047], [-0.105, 0.130, 0.021], [-0.023, 0.041, -0.040], [-0.055, 0.100, -0.008], [0.103, -0.098, -0.075], [-0.026, -0.004, 0.016], [-0.095, 0.011, 0.198], [0.008, 0.032, 0.010], [0.012, 0.322, -0.108], [0.197, -0.072, -0.111], [-0.007, 0.012, 0.035], [0.008, -0.053, -0.035], [-0.066, 0.024, 0.034], [-0.074, 0.156, -0.006], [-0.026, -0.025, -0.008], [0.024, -0.052, 0.009], [-0.038, 0.016, 0.006], [0.005, 0.012, 0.003], [0.060, 0.022, -0.136], [-0.104, -0.076, -0.114], [-0.174, -0.121, -0.028], [0.117, 0.307, -0.156], [-0.010, 0.030, -0.001], [-0.020, -0.044, -0.027], [0.054, 0.004, -0.005], [-0.035, 0.005, -0.009], [0.034, -0.016, 0.042], [-0.042, 0.030, -0.015], [0.006, -0.020, 0.021], [0.036, 0.003, -0.022], [-0.021, 0.006, -0.007], [-0.057, 0.103, -0.062], [0.001, 0.005, -0.034], [0.016, 0.029, 0.020], [-0.005, 0.011, 0.028], [0.014, -0.021, 0.021], [-0.009, -0.026, 0.022], [-0.019, -0.031, -0.004], [-0.018, -0.037, 0.012], [0.002, 0.009, -0.010], [-0.005, -0.023, 0.035], [0.036, 0.039, 0.035], [-0.075, -0.089, 0.015], [0.159, -0.028, 0.047], [0.042, -0.013, 0.016], [-0.024, -0.045, -0.027], [-0.006, 0.042, -0.052], [-0.031, -0.042, 0.025], [-0.067, -0.068, 0.066], [0.070, 0.002, 0.112], [0.019, -0.042, 0.024], [0.018, -0.002, -0.003], [0.022, 0.042, 0.014], [-0.006, 0.029, -0.023], [-0.024, -0.033, 0.020], [-0.018, 0.003, 0.091], [-0.017, -0.077, -0.037], [0.026, -0.043, -0.055], [-0.002, -0.026, 0.002], [-0.023, -0.014, 0.032], [0.012, -0.019, -0.031], [-0.040, 0.003, -0.018], [0.058, -0.010, -0.027], [-0.020, 0.019, 0.055], [0.030, 0.020, 0.026], [-0.007, 0.017, -0.096], [0.001, -0.021, -0.046], [-0.030, -0.016, -0.017]],
  "mulliken_charge": [0.2176, 0.1798, -0.5241, -0.3282, 0.4351, -0.5978, 0.0161, 1.3636, -0.5170, 0.2101, 0.3726, -0.5127, 0.3718, -0.6669, 0.3320, -0.4401, -0.5823, 0.3926, 1.1703, -0.2728, -0.1131, -0.9310, -0.7446, -0.4260, 0.3571, -0.6532, 0.6282, -0.1824, -0.6951, -0.3284, -0.5578, 0.0088, -1.5736, -0.7074, -1.2288, -0.4959, -0.4184, -0.4280, -0.8572, -0.5713, -0.4194, -0.8293, -0.4803, -0.2679, -1.1699, -0.6185, -1.5394, -0.8141, -0.7629, 1.3629, -0.7903, 0.8385, -0.1011, -0.9082, -1.1452, -0.3207, 0.5235, -0.4660, 0.2275, -0.0946, -0.5126, -0.6715, -0.7138, 0.0625, 0.6866, 0.4442, 0.4102, 0.4882, 0.4934, 0.4187, 0.5507, 0.3186, 0.4414, 0.4161, 0.1293, 0.4432, 0.4991, 0.4598, 0.4108, 0.3112, 0.4420, 0.4588, 0.3880, 0.4966, 0.3726, 0.0080, 0.7098, 0.4369, 0.4327, 0.3500, 0.5934, -0.0076, 0.4075, 0.4471, 0.4014, 0.4329, 0.3976, 0.3865, 0.3421, 0.4941, 0.4731, 0.3318, 0.6259, 0.4069, 0.4082, 0.2365, 0.5236, 0.5929, 0.4704, 0.4519, 0.4763]
}



No. 2
{
  "formula": "C54H47AsN8O5S2W",
  "method": "ωB97M-V/def2-TZVPD",
  "e_above_lowest_kcal_mol": 3.03,
  "charge": 2,
  "orbital_gap_ev": [5.222, 5.221],
  "fmax_ev_per_a": 1.98,
  "symbols": ["W", "As", "S", "S", "O", "O", "O", "O", "O", "N", "N", "N", "N", "N", "N", "N", "N", "C", "C", "C", "C", "C", "C", "C", "C", "C", "C", "C", "C", "C", "C", "C", "C", "C", "C", "C", "C", "C", "C", "C", "C", "C", "C", "C", "C", "C", "C", "C", "C", "C", "C", "C", "C", "C", "C", "C", "C", "C", "C", "C", "C", "C", "C", "C", "C", "C", "C", "C", "C", "C", "C", "H", "H", "H", "H", "H", "H", "H", "H", "H", "H", "H", "H", "H", "H", "H", "H", "H", "H", "H", "H", "H", "H", "H", "H", "H", "H", "H", "H", "H", "H", "H", "H", "H", "H", "H", "H", "H", "H", "H", "H", "H", "H", "H", "H", "H", "H", "H"],
  "coordinates": [[-0.2932, 0.0615, 0.3135], [-3.2394, -0.9829, -1.4279], [5.3838, 2.7714, 4.8556], [3.0542, 1.0454, 0.2150], [0.5910, -1.9187, -0.6700], [6.1785, 1.5778, 5.0932], [-1.5629, -1.0196, -1.0656], [5.8538, 3.5925, 3.7428], [4.9621, 3.4936, 6.0288], [-6.0312, -0.5161, 0.4913], [-4.4755, 0.8310, 1.4099], [-0.2778, 2.2313, 0.3578], [1.7836, 0.0611, 0.6094], [0.1707, 0.6961, 2.6838], [-0.5922, -1.7564, 1.6885], [0.3557, 0.7513, -1.6421], [-2.1161, 0.5136, 1.0500], [6.6480, -0.2516, 2.5996], [-3.4460, -1.9605, -3.0401], [-5.8070, -2.6931, 1.4769], [5.6921, -1.2054, 2.2648], [-4.0747, -1.9877, -0.0294], [4.5608, -0.8381, 1.5564], [-1.4481, -1.7354, 2.7316], [-5.7569, 0.7149, 0.9648], [-3.0592, 1.8702, -1.6810], [6.4800, 1.0755, 2.2425], [0.4796, 2.8569, -0.5625], [4.3999, 0.5031, 1.2274], [-0.7964, 4.3808, 1.2933], [0.1024, 4.9979, 0.4397], [-5.1545, -3.8937, 1.6936], [3.7007, 0.4968, -1.3621], [1.4806, 2.5032, -2.8277], [1.5919, 1.7081, -3.9547], [0.8410, 2.0138, -1.7040], [0.7280, 4.2201, -0.5166], [-3.7586, -3.2425, -5.4723], [3.8504, 2.1213, 4.1961], [-1.7483, -2.8424, 3.4996], [-3.4067, -3.1935, 0.2166], [3.4067, 0.8481, 4.5134], [-5.2821, -1.7293, 0.6190], [-5.6705, 2.1298, -2.6179], [0.9209, -2.9545, 0.2458], [1.0377, 0.4441, -3.9170], [4.5603, 1.3938, -1.9828], [-3.3013, 0.5896, 1.2159], [-4.0600, -3.9119, -4.2957], [-3.8777, 0.7567, -1.8209], [4.9304, -0.2330, -3.7131], [-3.1454, -1.2841, -4.2239], [5.3381, 1.4693, 1.5576], [4.0669, -1.1153, -3.0796], [-1.1655, -4.0584, 3.1802], [1.4461, 1.1959, 3.1729], [-0.0470, -2.9434, 1.3856], [3.4452, -0.7547, -1.8901], [2.2072, 0.3786, 3.9922], [3.0791, 2.9328, 3.3694], [-3.9077, -3.2736, -3.0721], [-3.5613, 3.1218, -2.0031], [-3.9415, -4.1447, 1.0662], [5.1811, 1.0194, -3.1634], [-3.2992, -1.9313, -5.4384], [0.4430, -0.0025, -2.7524], [-5.1766, 0.8736, -2.3078], [1.8809, 2.4772, 2.8559], [-0.3114, -4.1053, 2.0954], [-4.8671, 3.2513, -2.4557], [-0.9542, 3.0123, 1.2290], [0.9254, -3.9241, -0.2530], [5.8742, 1.6967, -3.6438], [-1.3763, -4.9477, 3.7589], [1.8477, -0.6127, 4.2579], [-3.4293, -5.0854, 1.2184], [4.7600, 2.3643, -1.5425], [7.1979, 1.8245, 2.5403], [1.0634, -0.2115, -4.7756], [0.0086, -0.9830, -2.7125], [-5.8003, -0.0010, -2.4523], [-3.0746, -1.4105, -6.3593], [3.8856, -2.0939, -3.5052], [-2.0456, 1.7573, -1.3245], [5.4210, -0.5236, -4.6321], [-1.6520, 2.5125, 1.8773], [-5.5903, -4.6281, 2.3572], [1.9369, -2.7551, 0.5929], [-5.2622, 4.2305, -2.6896], [4.0127, 0.2332, 5.1664], [-4.1676, -3.7979, -2.1625], [1.3762, 4.6779, -1.2480], [-3.8925, -3.7405, -6.4231], [-7.0140, -0.6478, 0.2954], [1.2795, 3.1283, 2.2416], [-1.3697, 4.9429, 2.0165], [3.4414, 3.9289, 3.1474], [-1.9107, -0.7890, 2.9614], [0.2825, 6.0627, 0.4912], [0.1698, -5.0265, 1.7947], [-6.6828, 2.2348, -2.9823], [2.1097, -0.5441, 1.3558], [-2.9365, 3.9989, -1.8935], [-4.4232, -4.9298, -4.3284], [-2.4318, -2.7365, 4.3296], [-0.0476, -0.1140, 3.2502], [-0.5378, 1.3906, 2.8998], [5.8317, -2.2390, 2.5520], [2.0809, 2.0790, -4.8446], [7.5205, -0.5392, 3.1691], [5.1809, 2.5176, 1.3397], [-0.2504, -2.1465, -1.1198], [-2.8074, -0.2540, -4.2009], [-6.7431, -2.4832, 1.9784], [3.8476, -1.5960, 1.2548], [-2.4724, -3.4016, -0.2919], [2.7787, -1.4335, -1.3793], [1.8664, 3.5110, -2.8335]],
  "forces_ev_per_a": [[1.274, -0.973, 1.169], [0.119, -0.019, -0.005], [0.287, 0.035, -0.068], [0.053, 0.041, -0.008], [-0.267, 0.060, 0.076], [-0.036, 0.064, -0.004], [-0.161, 0.256, 0.036], [0.004, -0.043, 0.101], [-0.016, 0.035, -0.019], [-0.103, 0.005, -0.034], [-0.394, -0.245, 0.160], [-0.349, 0.273, -0.267], [0.034, 0.023, -0.365], [-0.155, 0.254, -0.555], [-0.757, -0.323, -0.275], [-0.079, 0.211, -0.146], [-0.110, -0.112, 0.290], [-0.017, -0.016, 0.004], [-0.029, -0.101, -0.162], [0.037, -0.050, 0.015], [-0.023, 0.007, -0.003], [0.039, -0.130, 0.035], [0.135, 0.030, -0.007], [-0.091, -0.171, 0.066], [0.232, 0.073, -0.071], [-0.020, 0.026, -0.046], [0.019, 0.000, -0.076], [0.146, -0.060, -0.274], [-0.033, 0.010, 0.055], [-0.123, -0.175, 0.064], [0.133, -0.028, -0.140], [-0.013, 0.030, -0.014], [-0.061, -0.039, -0.022], [0.045, -0.036, -0.229], [0.060, 0.181, 0.103], [-0.075, 0.179, 0.088], [-0.029, 0.192, 0.088], [0.003, -0.004, -0.005], [-0.334, -0.033, 0.003], [0.100, 0.100, -0.043], [-0.104, -0.005, 0.008], [0.061, -0.021, -0.025], [-0.048, 0.060, 0.181], [0.001, -0.010, 0.012], [0.182, 0.056, -0.006], [-0.133, -0.181, 0.110], [-0.015, -0.019, -0.064], [0.219, 0.323, -0.067], [0.015, 0.006, 0.025], [-0.022, 0.160, 0.055], [-0.011, 0.014, 0.014], [0.048, -0.052, 0.001], [0.040, -0.084, 0.046], [-0.010, -0.008, 0.016], [-0.019, -0.005, 0.029], [0.072, -0.039, 0.031], [0.209, -0.153, 0.134], [0.107, 0.008, -0.033], [-0.025, -0.013, 0.025], [0.041, 0.019, 0.118], [-0.005, 0.030, -0.046], [-0.006, -0.005, 0.021], [0.005, 0.015, -0.032], [0.018, -0.014, 0.002], [0.012, -0.001, 0.003], [0.094, 0.126, -0.101], [0.021, 0.023, -0.055], [-0.079, -0.072, 0.028], [0.098, 0.113, -0.010], [-0.005, -0.013, -0.003], [0.123, 0.154, -0.048], [0.020, 0.041, -0.058], [-0.018, 0.009, -0.020], [-0.004, -0.004, 0.002], [0.009, -0.015, 0.001], [0.013, 0.012, 0.019], [0.004, 0.000, 0.020], [-0.028, 0.008, 0.040], [0.007, -0.007, 0.000], [-0.011, -0.026, -0.026], [-0.004, 0.004, 0.026], [-0.006, 0.002, -0.005], [0.008, -0.003, 0.000], [-0.022, -0.006, 0.034], [0.009, -0.010, 0.000], [-0.035, 0.026, 0.029], [-0.012, -0.015, -0.011], [-0.024, -0.017, 0.038], [0.004, 0.006, -0.010], [0.018, -0.009, -0.010], [-0.010, 0.008, 0.011], [0.008, 0.011, 0.011], [0.008, -0.005, -0.003], [0.035, -0.015, -0.071], [0.015, 0.052, -0.049], [0.001, -0.006, 0.012], [0.002, 0.004, -0.018], [-0.078, -0.003, -0.085], [0.003, 0.004, -0.003], [-0.011, -0.017, 0.009], [-0.003, 0.000, -0.003], [-0.027, 0.063, 0.055], [0.005, 0.000, -0.005], [-0.015, 0.000, 0.000], [-0.003, -0.015, 0.011], [-0.022, 0.029, 0.019], [-0.078, -0.099, 0.096], [0.011, -0.003, -0.002], [0.012, 0.003, 0.001], [-0.005, -0.004, 0.011], [-0.013, 0.008, 0.007], [-0.037, 0.015, 0.048], [-0.024, 0.007, 0.007], [0.005, 0.013, 0.020], [-0.022, 0.011, -0.024], [0.008, 0.005, 0.002], [-0.032, 0.002, 0.003], [0.009, 0.000, -0.015]],
  "mulliken_charge": [1.2921, 1.8079, 1.3708, 0.1720, -0.0566, -0.6435, -0.2571, -0.6776, -0.6750, 0.3138, -0.2316, 0.9441, 0.2769, -0.1408, 0.7517, 1.1575, 0.3155, -0.5711, 0.4491, -0.3399, -0.9280, 1.4032, -0.5230, 0.0173, -0.9652, 0.6997, -0.6224, 0.7646, 1.0203, -1.3490, -1.1954, -1.0444, 1.0631, -0.7998, -1.0717, 0.6531, -0.9094, -0.6013, 0.0078, -1.3426, -1.1539, -1.1665, -0.9501, -0.9247, -1.1942, -1.2646, -0.5567, 0.6330, -0.8465, 0.0643, -0.6887, -0.5428, -0.3924, -0.6809, -0.8394, 0.6881, 0.7217, -0.1948, -0.7893, -1.1610, -0.1901, -0.3984, -1.1103, -0.9259, -0.8891, -0.1405, -0.6531, 0.0777, -1.0535, -0.8128, -0.1271, 0.7054, 0.5063, 0.5041, 0.4633, 0.5846, 0.5065, 0.3559, 0.6075, 0.2962, 0.5024, 0.4545, 0.5031, -0.3139, 0.4502, 0.2226, 0.4552, 0.0027, 0.4515, 0.5379, 0.3709, 0.5908, 0.4318, 0.2642, 0.0222, 0.5911, 0.5650, 0.2953, 0.5842, 0.6005, 0.4624, 0.1021, 0.5463, 0.4592, 0.5733, 0.3339, 0.5360, 0.4777, 0.5637, 0.4505, 0.4346, 0.2821, 0.4448, 0.5304, 0.3680, 0.5098, 0.2379, 0.5024]
}